# C26H57Br2N4O9P2S

4 unconnected molecules or ions with the total composition C26H57Br2N4O9P2S (ωB97M-V with the def2-TZVPD basis set, OMol25).

Each line ends with the Mulliken charge.
Atoms and positions in Å:
1 C -5.595 1.272 -4.363  -1.01
2 C -5.108 0.145 -5.302  -0.62
3 P -3.800 -0.969 -4.696  -0.08
4 C -4.404 -1.389 -3.008  -1.05
5 N -2.389 0.042 -4.258  -0.10
6 C -2.044 1.224 -4.730  0.47
7 N -2.759 1.935 -5.633  -0.01
8 C -2.082 3.051 -5.822  -0.39
9 C -2.589 4.092 -6.715  -0.03
10 Br -3.623 5.403 -5.813  -0.05
11 C -2.401 4.132 -8.031  0.63
12 C -2.982 5.174 -8.915  -1.35
13 Br -1.357 2.756 -8.791  -0.10
14 N -0.960 3.092 -5.100  0.00
15 N -0.912 1.919 -4.392  0.29
16 P 0.418 1.564 -3.321  0.26
17 S 0.564 2.770 -1.845  -0.31
18 H -4.776 1.608 -3.740  0.23
19 H -5.952 2.094 -4.966  0.30
20 H -6.404 0.906 -3.748  0.37
21 H -4.738 0.575 -6.222  0.38
22 H -5.912 -0.524 -5.588  0.51
23 H -4.104 -0.610 -2.313  0.32
24 H -5.486 -1.357 -3.035  0.43
25 H -4.037 -2.352 -2.693  0.36
26 H -1.772 -0.368 -3.576  0.03
27 H -2.669 6.154 -8.589  0.38
28 H -2.682 5.014 -9.940  0.41
29 H -4.062 5.090 -8.891  0.36
30 H -0.283 3.837 -5.067  0.24
31 H 0.233 0.212 -2.983  0.01
32 H 1.551 1.632 -4.143  0.14
33 C 2.380 -2.725 1.346  -0.82
34 O 1.833 -3.690 0.471  -0.39
35 C 0.523 -3.406 0.026  0.06
36 C 0.352 -3.624 -1.462  -0.53
37 O 1.047 -2.703 -2.296  -0.33
38 C 2.470 -2.786 -2.378  -0.29
39 C 3.021 -4.034 -3.034  -0.64
40 O 2.875 -5.171 -2.208  -0.29
41 C 2.505 -6.352 -2.890  -0.80
42 H 2.022 -2.872 2.370  0.33
43 H 3.463 -2.837 1.334  0.39
44 H 2.138 -1.705 1.024  0.32
45 H 0.238 -2.378 0.273  -0.08
46 H -0.165 -4.083 0.550  0.39
47 H -0.707 -3.456 -1.683  0.41
48 H 0.567 -4.654 -1.747  0.09
49 H 2.925 -2.619 -1.402  0.12
50 H 2.761 -1.940 -3.007  0.37
51 H 4.093 -3.875 -3.209  0.41
52 H 2.530 -4.184 -4.002  0.36
53 H 1.740 -6.156 -3.648  0.37
54 H 2.088 -7.038 -2.154  0.24
55 H 3.372 -6.825 -3.359  0.31
56 C -3.354 -1.428 6.734  -0.80
57 O -3.426 -0.723 5.513  -0.31
58 C -2.919 0.598 5.563  -0.62
59 C -2.032 0.922 4.380  -0.47
60 O -0.788 0.237 4.337  -0.30
61 C -0.772 -1.155 4.068  -0.46
62 C -1.212 -1.559 2.677  -0.17
63 O -2.612 -1.428 2.492  -0.37
64 C -2.989 -0.908 1.241  -0.83
65 H -4.181 -1.158 7.398  0.30
66 H -3.418 -2.493 6.510  0.24
67 H -2.406 -1.245 7.250  0.38
68 H -2.363 0.771 6.490  0.34
69 H -3.770 1.291 5.545  0.41
70 H -1.762 1.977 4.467  0.41
71 H -2.574 0.818 3.438  0.19
72 H -1.312 -1.715 4.832  0.16
73 H 0.282 -1.437 4.158  0.30
74 H -0.957 -2.616 2.532  0.34
75 H -0.660 -0.961 1.941  0.20
76 H -2.340 -0.078 0.936  0.36
77 H -4.006 -0.528 1.334  0.34
78 H -2.975 -1.688 0.468  0.34
79 C 5.801 4.346 5.708  -0.80
80 O 5.281 3.638 4.604  -0.28
81 C 6.209 2.788 3.957  -0.55
82 C 5.631 1.422 3.651  -0.19
83 O 5.373 0.600 4.776  -0.46
84 C 4.289 0.911 5.638  -0.50
85 C 2.908 0.733 5.045  -0.24
86 O 2.601 1.741 4.096  -0.36
87 C 1.923 1.273 2.952  -0.07
88 H 6.356 5.233 5.385  0.30
89 H 4.963 4.664 6.327  0.24
90 H 6.456 3.717 6.319  0.38
91 H 7.118 2.670 4.555  0.36
92 H 6.491 3.255 3.004  0.36
93 H 6.393 0.882 3.084  0.41
94 H 4.754 1.499 3.004  0.00
95 H 4.402 1.903 6.078  0.18
96 H 4.375 0.190 6.455  0.41
97 H 2.175 0.800 5.858  0.35
98 H 2.836 -0.263 4.594  0.17
99 H 2.344 0.323 2.597  0.22
100 H 2.056 2.015 2.163  0.30
101 H 0.857 1.155 3.159  -0.22

## Properties
* frontier orbital gap: 6.91 eV
* HOMO: -10.22 eV
* F_max: 0.0361 Eh/bohr
* net charge: +1
* 2S+1: 1

***

# C26H58Br6

A molecular structure, C26H58Br6 (ωB97M-V with the def2-TZVPD basis set, OMol25).

Each line ends with the Mulliken charge.
Atoms and positions in Å:
1 C 7.807 1.882 1.514  -0.14
2 Br 9.245 0.917 2.417  -0.04
3 Br 7.796 1.456 -0.394  -0.05
4 Br 7.932 3.827 1.796  -0.04
5 H 6.938 1.457 1.995  0.22
6 C -1.619 1.004 -4.064  0.12
7 Br -1.292 -0.775 -4.850  -0.02
8 Br -3.052 2.012 -4.868  0.00
9 Br 0.071 2.009 -4.315  -0.05
10 H -1.771 0.891 -3.000  -0.07
11 C -7.680 5.781 0.078  -1.27
12 C -7.358 4.322 0.373  -0.38
13 C -6.512 4.109 1.666  -0.79
14 C -5.207 3.370 1.409  -0.78
15 C -4.163 4.219 0.657  -0.23
16 C -2.843 3.455 0.481  -1.13
17 H -6.765 6.319 -0.165  0.32
18 H -8.201 6.242 0.920  0.32
19 H -8.411 5.858 -0.730  0.37
20 H -8.292 3.791 0.577  0.31
21 H -6.864 3.795 -0.444  0.36
22 H -7.106 3.665 2.465  0.37
23 H -6.250 5.105 2.049  0.35
24 H -4.711 3.043 2.331  0.44
25 H -5.476 2.455 0.871  0.27
26 H -4.612 4.366 -0.335  0.23
27 H -4.036 5.228 1.047  0.35
28 H -2.275 3.966 -0.292  0.38
29 H -2.317 3.377 1.437  0.32
30 H -3.028 2.395 0.299  0.19
31 C 2.475 -4.598 0.783  -1.18
32 C 2.733 -4.283 -0.693  -0.67
33 C 3.317 -2.904 -0.896  0.42
34 C 4.724 -2.680 -0.334  -0.46
35 C 5.804 -3.612 -0.820  -0.47
36 C 7.187 -3.232 -0.314  -1.31
37 H 1.867 -3.845 1.291  0.14
38 H 3.382 -4.708 1.378  0.41
39 H 1.887 -5.517 0.852  0.38
40 H 3.297 -5.088 -1.171  0.39
41 H 1.767 -4.374 -1.203  0.41
42 H 2.685 -2.114 -0.481  -0.70
43 H 3.365 -2.655 -1.963  0.43
44 H 5.027 -1.627 -0.445  0.26
45 H 4.753 -2.665 0.769  0.33
46 H 5.628 -4.629 -0.440  0.25
47 H 5.808 -3.794 -1.900  0.38
48 H 7.958 -3.855 -0.776  0.39
49 H 7.483 -2.224 -0.618  0.26
50 H 7.250 -3.323 0.770  0.33
51 C 4.036 2.922 1.496  -1.26
52 C 4.379 1.771 0.554  0.08
53 C 3.099 1.370 -0.215  -0.76
54 C 2.185 0.468 0.625  -0.89
55 C 0.900 0.085 -0.088  0.32
56 C -0.141 1.183 -0.279  -1.13
57 H 3.445 2.635 2.364  0.32
58 H 3.610 3.781 0.973  0.34
59 H 4.943 3.406 1.888  0.25
60 H 5.101 2.154 -0.170  0.21
61 H 4.809 0.909 1.063  0.21
62 H 3.451 0.660 -0.978  0.13
63 H 2.533 2.184 -0.657  0.52
64 H 2.675 -0.458 0.941  0.29
65 H 1.945 0.984 1.565  0.50
66 H 1.090 -0.465 -1.019  0.42
67 H 0.412 -0.687 0.522  -0.35
68 H -1.105 0.706 -0.477  0.12
69 H -0.274 1.625 0.716  0.36
70 H 0.036 1.981 -0.997  0.36
71 C -0.943 -2.853 1.984  -0.72
72 C -2.441 -2.903 1.772  -0.90
73 C -2.878 -2.375 0.402  0.17
74 C -2.497 -3.245 -0.776  -0.40
75 C -3.202 -2.908 -2.127  0.02
76 C -4.663 -2.472 -2.015  -1.32
77 H -0.402 -3.224 1.109  0.02
78 H -0.656 -3.512 2.806  0.43
79 H -0.565 -1.848 2.169  0.26
80 H -2.903 -3.885 1.911  0.39
81 H -3.006 -2.313 2.502  0.33
82 H -2.456 -1.373 0.218  -0.41
83 H -3.938 -2.113 0.376  0.51
84 H -1.455 -3.108 -1.079  0.11
85 H -2.618 -4.312 -0.556  0.32
86 H -2.623 -2.041 -2.462  -0.24
87 H -3.036 -3.643 -2.913  0.50
88 H -5.310 -2.477 -2.894  0.37
89 H -5.182 -3.014 -1.221  0.31
90 H -4.706 -1.409 -1.747  0.30

## Properties
* frontier orbital gap: 10.04 eV
* HOMO: -10.27 eV
* F_max: 0.0510 Eh/bohr
* energy relative to the best compared isomer or geometry (same formula, charge and spin): 0.00 kcal/mol
* 2S+1: 1

***

# C26H59B2N2O25PS5

5 unconnected molecules or ions with the total composition C26H59B2N2O25PS5 (ωB97M-V with the def2-TZVPD basis set, OMol25).

Each line ends with the Mulliken charge.
Atoms and positions in Å:
1 C 3.164 -2.920 -3.094  -0.76
2 O 1.837 -2.635 -2.688  -0.25
3 C 1.442 -1.294 -2.937  -2.33
4 C 0.106 -1.172 -3.680  1.37
5 P 0.328 -2.056 -5.323  0.11
6 O 0.565 -3.637 -5.130  -0.55
7 O -0.978 -1.853 -6.230  -0.36
8 S 1.852 -1.312 -6.280  -0.44
9 O 0.073 0.196 -4.110  -0.54
10 C -0.738 0.941 -3.173  -0.13
11 N -1.018 2.213 -3.812  -0.44
12 C -0.048 2.777 -4.305  0.62
13 O 0.828 3.438 -4.671  -0.46
14 C -1.941 -0.018 -3.076  0.60
15 O -2.446 -0.014 -4.404  0.22
16 C -3.829 0.268 -4.558  -0.94
17 C -4.148 0.211 -6.048  0.62
18 C -5.673 0.438 -6.207  -1.44
19 O -3.424 1.271 -6.658  -0.59
20 O -2.944 0.303 -2.161  -0.56
21 B -2.686 1.317 -1.240  1.07
22 O -2.150 1.018 -0.016  -0.74
23 O -3.000 2.628 -1.472  -0.75
24 C -1.239 -1.383 -2.849  1.10
25 C -0.962 -1.655 -1.347  -2.23
26 C -2.193 -2.031 -0.509  -1.87
27 O -2.225 -3.440 -0.172  -0.24
28 C -3.427 -4.036 -0.446  0.81
29 C -4.633 -3.541 0.326  -1.10
30 O -3.521 -4.942 -1.222  -0.54
31 B -1.969 -2.716 -3.333  1.31
32 N -3.193 -2.778 -4.090  -0.57
33 O -1.357 -3.871 -2.908  -0.72
34 H 3.385 -2.538 -4.092  0.31
35 H 3.901 -2.587 -2.357  0.26
36 H 3.247 -4.006 -3.143  0.26
37 H 2.221 -0.806 -3.523  0.96
38 H 1.413 -0.767 -1.975  0.26
39 H -0.031 -4.133 -5.709  0.32
40 H -0.651 -1.560 -7.096  0.33
41 H -0.086 0.998 -2.294  0.66
42 H -4.461 -0.470 -4.065  0.32
43 H -4.084 1.286 -4.249  0.22
44 H -3.882 -0.764 -6.463  0.28
45 H -6.152 0.443 -5.226  0.34
46 H -5.845 1.403 -6.674  0.33
47 H -6.127 -0.369 -6.779  0.36
48 H -3.144 1.020 -7.542  0.35
49 H -1.834 1.836 0.388  0.26
50 H -3.218 2.778 -2.401  0.32
51 H -0.229 -2.448 -1.209  1.00
52 H -0.534 -0.759 -0.893  0.92
53 H -3.140 -1.710 -0.942  0.69
54 H -2.099 -1.504 0.442  0.34
55 H -5.411 -3.279 -0.387  0.30
56 H -4.976 -4.309 1.014  0.39
57 H -4.395 -2.648 0.905  0.30
58 H -3.144 -2.259 -4.962  0.02
59 H -3.391 -3.741 -4.352  0.24
60 H -1.344 -4.555 -3.581  0.28
61 C 0.779 -3.036 1.924  -1.06
62 C 1.851 -2.791 0.881  0.27
63 O 2.966 -2.041 1.409  -0.18
64 S 3.984 -2.771 2.384  1.23
65 C 5.215 -1.513 2.403  -0.85
66 O 4.492 -3.941 1.737  -0.68
67 O 3.402 -2.862 3.690  -0.63
68 H 1.138 -3.689 2.719  0.51
69 H -0.089 -3.509 1.462  0.23
70 H 0.472 -2.096 2.385  0.26
71 H 2.197 -3.729 0.444  0.35
72 H 1.443 -2.192 0.072  -0.34
73 H 5.640 -1.419 1.408  0.35
74 H 5.976 -1.824 3.115  0.40
75 H 4.760 -0.579 2.726  0.13
76 C 2.493 4.858 2.686  -1.03
77 C 3.108 4.616 4.050  -0.12
78 O 2.474 3.534 4.768  -0.31
79 S 2.775 2.049 4.291  1.10
80 C 2.066 1.209 5.664  -0.98
81 O 4.194 1.848 4.291  -0.57
82 O 2.003 1.756 3.123  -0.53
83 H 2.662 4.015 2.018  0.27
84 H 2.935 5.744 2.231  0.41
85 H 1.416 5.001 2.771  0.26
86 H 4.180 4.425 3.976  0.12
87 H 2.975 5.494 4.680  0.31
88 H 2.632 1.450 6.559  0.32
89 H 2.127 0.144 5.447  0.36
90 H 1.027 1.514 5.761  0.35
91 C -5.756 2.685 0.115  -0.59
92 C -5.975 2.483 1.600  -0.52
93 O -7.353 2.663 1.998  -0.27
94 S -8.388 1.518 1.617  1.22
95 C -9.727 2.089 2.604  -0.95
96 O -7.904 0.273 2.130  -0.64
97 O -8.744 1.640 0.237  -0.60
98 H -6.265 1.919 -0.469  0.33
99 H -4.695 2.637 -0.119  0.14
100 H -6.146 3.652 -0.205  0.31
101 H -5.631 1.499 1.922  0.33
102 H -5.415 3.225 2.164  0.30
103 H -9.449 2.023 3.652  0.32
104 H -10.575 1.441 2.393  0.37
105 H -9.958 3.113 2.322  0.32
106 C 7.031 2.857 5.178  -0.83
107 C 8.000 2.531 6.297  -0.58
108 O 8.671 1.266 6.106  -0.26
109 S 9.809 1.183 4.999  1.23
110 C 10.448 -0.392 5.456  -0.94
111 O 10.783 2.196 5.265  -0.66
112 O 9.207 1.081 3.706  -0.59
113 H 7.554 3.018 4.236  0.35
114 H 6.475 3.764 5.417  0.35
115 H 6.330 2.043 5.027  0.29
116 H 8.742 3.321 6.428  0.36
117 H 7.464 2.431 7.239  0.30
118 H 10.881 -0.324 6.450  0.32
119 H 11.210 -0.648 4.724  0.37
120 H 9.640 -1.118 5.428  0.31

## Properties
* frontier orbital gap: 8.85 eV
* HOMO: -8.80 eV
* F_max: 0.0474 Eh/bohr
* 2S+1: 1

***

# C26H59N4NbO3SSi

A molecular structure, C26H59N4NbO3SSi (ωB97M-V with the def2-TZVPD basis set, OMol25).

Each line ends with the Mulliken charge.
Atoms and positions in Å:
1 Nb 1.301 -0.868 -0.244  -1.51
2 N 2.220 0.397 1.049  1.30
3 N 0.209 -1.882 1.176  1.48
4 N 2.658 -0.712 -1.798  0.49
5 N 2.146 -2.629 -0.843  0.36
6 H 2.661 -0.996 2.583  0.19
7 C 2.350 0.056 2.464  -0.90
8 H 1.391 0.205 3.003  -0.19
9 H 3.115 0.690 2.963  0.48
10 H 3.812 1.784 1.339  0.37
11 C 2.887 1.654 0.735  -1.06
12 H 2.226 2.519 0.959  0.12
13 H 3.164 1.682 -0.328  0.18
14 C 0.857 -2.818 2.089  -1.64
15 H 0.453 -3.849 1.986  0.38
16 H 1.942 -2.857 1.893  0.24
17 H 0.704 -2.511 3.147  0.32
18 H -1.557 -3.055 0.888  0.41
19 C -1.239 -2.036 1.206  -0.75
20 H -1.633 -1.881 2.234  0.15
21 H -1.713 -1.303 0.533  -0.44
22 C 3.266 0.274 -2.680  0.29
23 H 4.224 0.625 -2.231  0.16
24 C 2.333 1.487 -2.803  -0.72
25 H 1.722 1.606 -1.894  -0.17
26 H 2.912 2.414 -2.961  0.32
27 H 1.645 1.354 -3.657  0.39
28 C 3.592 -0.299 -4.074  -1.58
29 H 3.650 0.513 -4.821  0.41
30 H 4.559 -0.832 -4.083  0.36
31 H 2.807 -1.008 -4.390  0.34
32 H 2.365 -6.020 -1.437  0.51
33 C 2.738 -4.981 -1.494  -1.55
34 H 2.727 -4.678 -2.555  0.32
35 H 3.785 -4.969 -1.146  0.25
36 C 1.876 -4.048 -0.619  0.65
37 H 2.169 -4.239 0.429  0.18
38 C 0.379 -4.390 -0.739  -0.89
39 H -0.226 -3.469 -0.797  -0.36
40 H 0.171 -4.997 -1.638  0.54
41 H 0.045 -4.971 0.139  0.23
42 H 2.607 -2.525 -2.922  0.32
43 C 2.972 -2.131 -1.944  -0.10
44 C 5.086 -1.728 0.469  -0.81
45 H 4.791 -0.689 0.270  0.11
46 H 5.463 -1.950 1.475  0.31
47 C 4.986 -2.680 -0.471  -0.22
48 H 5.284 -3.710 -0.231  0.32
49 C 4.485 -2.466 -1.869  -0.82
50 H 5.057 -1.657 -2.361  0.50
51 H 4.653 -3.376 -2.478  0.34
52 C -4.465 -1.244 -0.827  -1.58
53 C -3.570 -0.080 -1.280  1.71
54 C -2.458 -0.612 -2.207  -0.87
55 C -4.422 0.939 -2.047  -1.60
56 O -3.067 0.469 -0.239  -0.13
57 Si -2.024 1.408 0.542  -1.16
58 S -0.036 1.307 -0.301  0.68
59 O -2.498 2.950 0.390  -0.07
60 C -2.394 4.140 -0.091  1.76
61 C -1.126 4.285 -0.956  -1.62
62 C -3.627 4.460 -0.951  -1.52
63 C -2.319 5.158 1.058  -1.70
64 O -1.981 1.025 2.104  0.40
65 C -2.234 1.283 3.334  1.91
66 C -0.953 1.103 4.155  -1.33
67 C -2.731 2.729 3.504  -1.42
68 C -3.319 0.320 3.846  -1.60
69 H -4.935 -1.743 -1.702  0.40
70 H -5.273 -0.874 -0.158  0.35
71 H -3.876 -2.003 -0.270  0.22
72 H -2.900 -1.087 -3.109  0.52
73 H -1.800 0.219 -2.542  0.25
74 H -1.828 -1.371 -1.700  -0.18
75 H -5.204 1.377 -1.390  0.30
76 H -3.775 1.745 -2.440  0.21
77 H -4.918 0.460 -2.918  0.47
78 H -1.145 3.567 -1.804  0.31
79 H -1.052 5.312 -1.375  0.51
80 H -0.214 4.106 -0.347  0.27
81 H -4.560 4.347 -0.358  0.29
82 H -3.576 5.502 -1.334  0.43
83 H -3.681 3.797 -1.830  0.26
84 H -3.220 5.088 1.704  0.30
85 H -1.411 4.989 1.674  0.30
86 H -2.261 6.194 0.660  0.46
87 H -0.161 1.788 3.783  0.35
88 H -1.132 1.330 5.228  0.44
89 H -0.594 0.054 4.079  0.13
90 H -3.653 2.903 2.909  0.24
91 H -2.957 2.946 4.570  0.51
92 H -1.943 3.434 3.181  0.21
93 H -4.254 0.440 3.261  0.33
94 H -2.983 -0.735 3.760  0.25
95 H -3.543 0.523 4.915  0.43

## Properties
* frontier orbital gap: 7.17 eV
* HOMO: -7.39 eV
* F_max: 0.1278 Eh/bohr
* 2S+1: 1